{
  "formula": "C32H56MgN3OP2",
  "method": "ωB97M-V/def2-TZVPD",
  "energy_ha": -2374.96581,
  "lumo_energy_ev": -2.25,
  "multiplicity": 1,
  "charge": 1,
  "symbols": ["C", "C", "C", "C", "C", "H", "H", "H", "N", "P", "P", "C", "H", "H", "C", "O", "C", "H", "C", "C", "C", "C", "C", "H", "H", "H", "C", "H", "H", "H", "C", "H", "H", "H", "C", "H", "H", "H", "C", "H", "H", "H", "C", "H", "H", "H", "C", "H", "H", "H", "C", "H", "H", "H", "C", "H", "H", "H", "C", "H", "H", "H", "C", "H", "H", "H", "C", "H", "H", "H", "Mg", "N", "C", "C", "C", "C", "C", "H", "H", "H", "H", "H", "H", "H", "H", "H", "C", "C", "C", "N", "H", "H", "H", "H", "H"],
  "coordinates": [[-1.04081, -2.49976, -1.08604], [1.10469, -1.54724, -1.25426], [-0.69343, -3.63578, -1.81794], [1.54602, -2.75810, -1.84059], [0.65271, -3.79810, -2.13803], [-1.47410, -4.23482, -2.26007], [2.63506, -2.89919, -1.90214], [0.97185, -4.72611, -2.62263], [-0.14586, -1.57745, -0.70366], [-2.90488, -1.04876, 0.43708], [2.71222, 0.78797, -0.11310], [-2.54121, -2.18603, -0.94886], [-2.92186, -1.71752, -1.87553], [-3.08148, -3.13791, -0.87969], [0.51408, 2.23178, 1.42638], [0.93858, 3.28414, 1.72677], [1.89293, -0.27345, -1.44046], [2.73498, -0.49897, -2.18848], [4.04033, 1.58208, -1.30244], [3.51851, 0.21110, 1.56016], [-4.16605, 0.24821, -0.14467], [-3.57890, -2.30229, 1.68920], [3.61739, 3.05020, -1.26905], [3.67090, 3.46061, -0.24864], [4.29595, 3.62941, -1.91390], [2.59024, 3.16770, -1.64138], [5.48248, 1.41518, -0.84587], [5.69941, 1.81871, 0.14705], [5.83301, 0.37425, -0.88920], [6.12234, 1.97643, -1.54687], [4.00543, 1.06403, -2.74841], [4.46319, 1.79502, -3.42695], [4.57497, 0.12888, -2.88738], [2.97656, 0.90431, -3.08434], [4.02722, 1.49218, 2.22228], [3.22213, 2.23253, 2.34557], [4.40763, 1.23048, 3.21887], [4.84059, 1.97738, 1.67285], [2.42531, -0.37476, 2.45294], [1.61344, 0.34257, 2.61491], [1.98591, -1.30143, 2.05934], [2.87012, -0.60067, 3.43387], [4.58850, -0.84385, 1.33713], [5.47194, -0.46227, 0.81959], [4.92032, -1.17814, 2.33109], [4.20873, -1.71850, 0.78776], [-4.04174, -1.53583, 2.93486], [-4.40283, -2.26874, 3.67527], [-3.21545, -0.97407, 3.39140], [-4.87309, -0.84406, 2.72713], [-2.41080, -3.23259, 2.06029], [-2.06892, -3.82363, 1.19725], [-1.55782, -2.67398, 2.46863], [-2.76583, -3.93523, 2.83264], [-4.72837, -3.15780, 1.13858], [-5.03956, -3.85042, 1.93756], [-5.61057, -2.57146, 0.85573], [-4.42609, -3.77377, 0.28243], [-3.83626, 0.65129, -1.59719], [-4.09576, -0.13721, -2.32223], [-4.43380, 1.54313, -1.85534], [-2.77053, 0.90943, -1.71149], [-4.01990, 1.49227, 0.75599], [-3.03337, 1.96186, 0.64501], [-4.77534, 2.23476, 0.46564], [-4.17339, 1.25108, 1.81345], [-5.61363, -0.25782, -0.08687], [-5.76498, -1.14202, -0.72538], [-5.93963, -0.46856, 0.94258], [-6.27451, 0.53913, -0.47274], [-0.55586, 0.24271, 0.57715], [-0.11822, 1.18483, -1.21548], [0.83609, 1.05302, -2.08321], [0.52026, 1.91854, -3.45471], [1.50280, 1.75239, -4.56728], [-0.82917, 1.50532, -4.02381], [0.40284, 3.40668, -3.15434], [2.44114, 2.25861, -4.36663], [1.67370, 0.71203, -4.81401], [1.10310, 2.21745, -5.47487], [-1.63332, 1.73676, -3.32400], [-1.04685, 2.01166, -4.97958], [-0.84658, 0.43316, -4.22131], [0.02126, 3.93413, -4.04426], [-0.26505, 3.61621, -2.31870], [1.35135, 3.86310, -2.87496], [0.23489, 0.34414, 5.77744], [-0.84189, -0.50516, 5.10409], [-0.85023, -0.37032, 3.66840], [-0.80749, -0.22282, 2.52915], [1.23584, 0.03204, 5.47363], [0.15770, 0.25509, 6.85940], [0.11436, 1.39730, 5.51420], [-0.71967, -1.57113, 5.33028], [-1.83590, -0.22560, 5.46790]]
}



{
  "formula": "C5H9NO",
  "method": "ωB97M-V/def2-TZVPD",
  "energy_ha": -325.71136,
  "lumo_energy_ev": [0.76, 0.76],
  "multiplicity": 1,
  "symbols": ["C", "C", "C", "C", "C", "N", "O", "H", "H", "H", "H", "H", "H", "H", "H", "H"],
  "coordinates": [[0.69185, 0.78034, 0.12960], [-2.77311, -0.35941, 0.24954], [2.73878, 0.25860, 0.08109], [-1.70801, 0.55703, -0.31200], [0.29791, -0.46206, -0.26757], [0.25164, -1.66035, -0.44430], [-1.94397, 1.57925, -0.88733], [1.11764, -2.18528, -0.53569], [0.69558, 1.56764, -0.61130], [0.56280, 1.03109, 1.17303], [-3.77557, 0.02225, 0.03785], [-2.65316, -1.35039, -0.18978], [-2.61925, -0.46010, 1.32537], [2.94544, -0.51165, 0.81983], [3.15800, 1.21976, 0.36269], [3.01345, -0.02672, -0.93104]]
}



{
  "formula": "C2H29O13",
  "method": "ωB97M-V/def2-TZVPD",
  "energy_ha": -1071.76181,
  "lumo_energy_ev": 2.71,
  "multiplicity": 1,
  "charge": -1,
  "symbols": ["C", "C", "O", "H", "H", "H", "H", "H", "O", "H", "H", "O", "H", "H", "O", "H", "H", "O", "H", "H", "O", "H", "H", "O", "H", "H", "O", "H", "H", "O", "H", "H", "O", "H", "H", "O", "H", "H", "O", "H", "H", "O", "H", "H"],
  "coordinates": [[0.68695, 0.72627, -1.64598], [-0.42305, 0.36527, -0.63198], [-0.10705, 0.67627, 0.67602], [1.27795, -0.17673, -1.76198], [1.17395, 1.68527, -1.55598], [0.15395, 0.76327, -2.63398], [-0.59105, -0.74673, -0.45598], [-1.35405, 0.83127, -0.84498], [4.66395, -1.39473, -1.64598], [3.79595, -1.63973, -1.86598], [4.66395, -0.53073, -1.16198], [-0.28905, 0.65927, 3.22902], [0.39995, 1.27327, 3.46602], [-0.23105, 0.54227, 2.28202], [1.81795, -1.21173, 1.17402], [1.31995, -0.46173, 0.80002], [2.70795, -1.05873, 0.91402], [1.58495, -2.50273, -1.26498], [1.21895, -3.24773, -0.76998], [2.01395, -2.07573, -0.56498], [-2.36405, -0.63373, 1.34202], [-3.02805, 0.08227, 1.20002], [-1.55105, -0.21673, 1.03202], [-1.87305, 3.11927, 0.13102], [-1.13805, 3.62327, 0.44702], [-1.49305, 2.27827, 0.01602], [-0.37405, -2.49873, 2.11002], [0.46995, -2.14873, 1.87702], [-0.99705, -1.78573, 2.08202], [-1.08605, -2.53473, -2.28898], [-1.84905, -2.03573, -2.22898], [-0.39905, -1.97373, -2.02298], [-3.56705, -1.45973, -1.58598], [-4.48405, -1.85273, -1.50398], [-3.44205, -1.03673, -0.73498], [1.98595, 2.58427, 1.05602], [1.25595, 1.98827, 0.91702], [2.42395, 2.41927, 1.91002], [-4.14705, 1.49427, 0.71402], [-4.68205, 2.14727, 1.15402], [-3.40905, 2.04527, 0.44302], [3.46895, 1.16127, -0.63398], [3.12295, 1.91727, -0.11598], [2.67095, 0.84127, -1.05198]]
}



{
  "formula": "C5H13N4O",
  "method": "ωB97M-V/def2-TZVPD",
  "energy_ha": -492.15021,
  "lumo_energy_ev": -5.31,
  "multiplicity": 1,
  "charge": 1,
  "symbols": ["C", "C", "C", "C", "C", "N", "N", "N", "N", "O", "H", "H", "H", "H", "H", "H", "H", "H", "H", "H", "H", "H", "H"],
  "coordinates": [[-1.78793, 1.18983, 1.54953], [-2.77068, 0.21095, -0.25297], [-1.22165, 0.04851, -0.42861], [2.87786, 1.41687, 0.67288], [1.63352, 0.89530, 0.09267], [-2.87755, 0.86269, 1.03059], [0.49265, 1.18356, 0.93703], [-0.65368, 0.85772, 0.69551], [0.32790, -2.85257, -1.57580], [-0.08095, -2.46418, -0.22279], [-1.57932, 1.66427, 2.48339], [-3.33004, 0.85330, -0.97902], [-3.28954, -0.68891, -0.27516], [-0.91118, -1.05254, -0.35360], [-1.18473, 0.42417, -1.44824], [3.01095, 1.02053, 1.70311], [3.79589, 1.21174, 0.08735], [2.86634, 2.60966, 0.71922], [1.36064, 1.38042, -0.91148], [1.86983, -0.24508, 0.01409], [-0.25122, -3.31102, 0.13551], [0.36032, -2.09012, -2.17282], [1.34259, -3.12510, -1.50039]]
}



{
  "formula": "C6H12O3",
  "method": "ωB97M-V/def2-TZVPD",
  "smiles": "CC1(C)O[C@H]1CC(O)O",
  "energy_ha": -461.48391,
  "lumo_energy_ev": 0.73,
  "multiplicity": 1,
  "symbols": ["C", "C", "C", "O", "O", "H", "H", "H", "H", "H", "H", "C", "C", "C", "O", "H", "H", "H", "H", "H", "H"],
  "coordinates": [[-1.41298, 1.29629, 0.67028], [0.51841, -0.14240, 0.97100], [0.24030, 1.30721, 0.98334], [-2.01577, 2.32440, 1.35165], [-1.63009, 1.47418, -0.69191], [-1.86801, 3.14128, 0.86337], [-1.37978, 0.67272, -1.16820], [-1.88338, 0.37042, 1.03187], [0.12168, -0.68226, 1.83003], [0.73628, 1.86276, 0.19004], [0.39725, 1.73888, 1.97097], [0.38225, -2.40748, -0.24492], [1.01595, -0.35285, -1.60026], [0.88839, -0.97161, -0.21755], [1.91083, -0.69579, 0.67671], [0.08438, -0.43084, -2.16199], [1.31978, 0.68777, -1.54746], [-0.64804, -2.44855, -0.60430], [1.01589, -3.00332, -0.89873], [0.43191, -2.84149, 0.75186], [1.77477, -0.89933, -2.15584]]
}



The energy above the lowest of the compared OMol25 structures with the same formula, charge and spin results, record by record, are as follows: 3.872, 6.155, 1.115, 5.431, 2.232 eV.